C9H19ClSi | the ωB97M-V functional and the def2-TZVPD basis

Values from the calculation:
Lowest unoccupied orbital energy (alpha / beta), eV: 0.53 / 0.46
Energy relative to the best compared isomer or geometry (same formula, charge and spin), kJ/mol: 230.7
Energy, hartree: -1103.91249
Spin multiplicity: 1
Net charge: 0

```
30
Properties=species:S:1:pos:R:3:nbo_charge:R:1
C -0.665 1.527 -0.791 -0.07
C -0.481 0.249 -0.570 -0.37
C 0.473 2.424 -1.222 -0.63
C -1.962 2.270 -0.634 -0.64
C -2.985 -0.234 1.561 -0.69
C 1.057 -1.541 1.328 -1.09
C 2.478 -0.590 -1.247 -1.09
C 0.141 -2.606 -1.499 -1.09
C -2.612 -0.886 0.279 -0.16
Si 0.781 -1.106 -0.510 1.57
Cl -3.750 -0.790 -1.007 -0.02
H 1.421 1.899 -1.204 0.22
H 0.526 3.283 -0.555 0.21
H 0.287 2.787 -2.232 0.22
H -2.050 3.041 -1.398 0.21
H -2.810 1.604 -0.708 0.23
H -1.979 2.761 0.337 0.22
H -3.428 0.746 1.407 0.22
H -3.708 -0.850 2.107 0.22
H -2.099 -0.128 2.184 0.23
H 1.584 -2.483 1.447 0.23
H 1.642 -0.771 1.823 0.24
H 0.112 -1.620 1.859 0.23
H 2.372 -0.239 -2.269 0.23
H 2.932 0.206 -0.665 0.23
H 3.177 -1.422 -1.257 0.24
H -0.575 -3.188 -0.928 0.23
H -0.352 -2.290 -2.414 0.24
H 0.953 -3.273 -1.777 0.24
H -2.167 -1.869 0.338 0.19
```